{"formula": "C44H119N5O13", "method": "wB97M-V/def2-TZVPD", "species": ["C", "C", "C", "O", "H", "H", "H", "H", "H", "H", "H", "H", "C", "C", "C", "O", "H", "H", "H", "H", "H", "H", "H", "H", "C", "C", "C", "O", "H", "H", "H", "H", "H", "H", "H", "H", "C", "C", "C", "O", "H", "H", "H", "H", "H", "H", "H", "H", "C", "C", "C", "O", "H", "H", "H", "H", "H", "H", "H", "H", "C", "C", "C", "O", "H", "H", "H", "H", "H", "H", "H", "H", "C", "C", "C", "O", "H", "H", "H", "H", "H", "H", "H", "H", "C", "C", "C", "O", "H", "H", "H", "H", "H", "H", "H", "H", "C", "C", "C", "O", "C", "N", "H", "H", "H", "H", "H", "H", "H", "H", "H", "H", "H", "C", "C", "C", "O", "C", "N", "H", "H", "H", "H", "H", "H", "H", "H", "H", "H", "H", "C", "C", "C", "O", "C", "N", "H", "H", "H", "H", "H", "H", "H", "H", "H", "H", "H", "C", "C", "C", "O", "C", "N", "H", "H", "H", "H", "H", "H", "H", "H", "H", "H", "H", "C", "C", "C", "O", "C", "N", "H", "H", "H", "H", "H", "H", "H", "H", "H", "H", "H"], "xyz": [[2.4066, 24.2042, 11.4519], [0.9015, 24.0015, 11.5397], [0.1607, 23.9157, 10.2316], [0.7730, 22.7584, 12.0881], [2.8785, 23.6627, 10.6321], [2.9918, 23.9870, 12.3455], [2.6033, 25.2662, 11.3047], [0.4205, 24.7478, 12.1720], [-0.8930, 23.7674, 10.4677], [0.4029, 23.1688, 9.4756], [0.2465, 24.8556, 9.6863], [0.7659, 22.0351, 11.4569], [1.1796, 18.8993, 12.6217], [0.0739, 19.2481, 11.5895], [-1.2064, 19.8350, 12.1543], [0.6743, 20.2061, 10.7280], [0.8725, 18.0698, 13.2586], [1.4186, 19.7736, 13.2272], [2.1488, 18.5666, 12.2502], [-0.2499, 18.4101, 10.9723], [-1.0519, 20.7105, 12.7849], [-1.6623, 19.0783, 12.7927], [-1.9064, 20.1325, 11.3734], [0.8966, 19.7287, 9.9253], [-3.3226, 26.5277, 10.3793], [-4.3702, 26.6037, 9.1648], [-5.6028, 27.4663, 9.4317], [-3.5557, 27.3375, 8.2379], [-3.7843, 25.9944, 11.2103], [-3.0323, 27.5355, 10.6762], [-2.4305, 26.0033, 10.0368], [-4.6293, 25.6775, 8.6519], [-6.1797, 27.6305, 8.5216], [-5.2612, 28.4315, 9.8055], [-6.3188, 27.1238, 10.1788], [-3.9100, 27.2007, 7.3563], [-1.3148, 24.7667, 14.6817], [-2.4298, 23.7251, 14.3992], [-3.8392, 24.3573, 14.3934], [-2.2936, 23.1163, 13.1335], [-1.4891, 25.1834, 15.6737], [-1.2816, 25.6205, 14.0048], [-0.3103, 24.3672, 14.8214], [-2.5029, 22.9882, 15.1990], [-3.9920, 24.8166, 15.3700], [-4.6351, 23.6306, 14.2307], [-4.0451, 25.1236, 13.6460], [-1.3871, 22.8155, 13.0363], [0.7113, 27.8083, 11.4277], [0.0872, 29.1742, 11.1529], [0.7047, 30.2883, 11.9643], [0.2448, 29.5424, 9.8196], [0.3227, 27.4049, 12.3627], [1.8010, 27.8142, 11.4512], [0.3761, 27.0414, 10.7294], [-0.9867, 29.1194, 11.3313], [0.7943, 30.0505, 13.0243], [0.1017, 31.1823, 11.8059], [1.7456, 30.4352, 11.6759], [-0.1410, 28.8671, 9.2569], [0.7643, 21.3967, 6.7257], [2.2585, 21.6642, 6.7834], [2.7674, 22.3181, 8.0277], [2.8879, 20.3885, 6.7882], [0.4569, 20.6455, 7.4532], [0.3847, 21.0468, 5.7657], [0.2167, 22.3336, 6.8286], [2.5702, 22.2274, 5.9037], [2.4232, 21.8205, 8.9343], [2.4748, 23.3644, 8.1156], [3.8459, 22.1778, 8.0999], [2.9355, 19.9596, 5.9306], [2.7345, 26.2268, 14.9574], [2.1180, 26.9107, 16.1434], [1.4687, 25.8730, 17.1827], [3.0934, 27.6612, 16.8361], [3.0747, 27.0058, 14.2751], [1.9617, 25.7986, 14.3190], [3.5440, 25.5116, 15.1039], [1.3928, 27.6226, 15.7491], [1.0948, 26.3117, 18.1078], [2.2743, 25.2430, 17.5598], [0.7310, 25.2105, 16.7300], [2.6843, 27.9793, 17.6443], [4.6630, 26.1511, 8.2417], [6.1065, 25.7741, 7.9283], [6.9659, 27.0042, 7.6936], [6.6431, 24.8396, 8.7867], [4.0377, 25.2878, 8.4693], [4.1778, 26.6553, 7.4059], [4.6438, 26.8100, 9.1097], [6.0413, 25.2518, 6.9738], [6.6062, 27.6730, 6.9117], [7.9942, 26.6535, 7.6057], [6.9387, 27.6212, 8.5917], [6.7331, 25.3207, 9.6125], [4.5192, 21.3226, 13.5636], [4.9444, 19.8366, 13.7343], [5.7438, 19.2215, 12.5456], [4.9840, 18.5672, 11.4861], [4.5386, 19.4656, 10.5075], [5.8245, 19.7948, 14.8874], [3.9919, 21.8011, 14.3889], [3.9156, 21.3965, 12.6589], [5.3822, 21.9781, 13.4468], [4.0195, 19.2689, 13.8366], [6.4311, 18.4187, 12.8126], [6.4415, 19.9595, 12.1498], [4.0495, 18.9151, 9.7040], [5.4204, 19.9928, 10.1432], [3.8367, 20.1013, 11.0473], [5.7335, 20.6354, 15.4398], [5.5675, 19.0380, 15.5048], [1.4496, 20.2712, 18.7135], [2.5094, 21.0316, 17.9792], [1.9877, 22.3397, 17.3301], [0.8777, 22.2622, 16.4625], [1.0930, 21.6996, 15.1498], [3.4821, 21.3975, 18.9751], [0.8309, 20.8274, 19.4177], [1.9221, 19.4372, 19.2325], [0.7053, 19.8603, 18.0313], [2.8814, 20.3989, 17.1734], [2.7400, 22.8073, 16.6949], [1.7314, 22.9826, 18.1722], [1.8197, 22.3276, 14.6345], [0.1148, 21.6276, 14.6742], [1.5498, 20.7137, 15.2352], [3.8544, 20.6470, 19.5393], [3.1980, 22.1242, 19.6164], [-0.7798, 25.2885, 6.4781], [0.5365, 25.5097, 5.7477], [0.4336, 25.1183, 4.2416], [-0.2875, 23.8993, 3.9887], [-0.7494, 23.8598, 2.6287], [0.8541, 26.9242, 5.9043], [-0.5765, 25.3325, 7.5480], [-1.2415, 24.3137, 6.3202], [-1.4949, 26.0396, 6.1428], [1.3857, 25.0004, 6.2032], [1.4740, 25.0180, 3.9323], [0.0055, 25.9265, 3.6488], [-1.2689, 22.9028, 2.5812], [0.0108, 23.9395, 1.8516], [-1.4992, 24.6304, 2.4495], [1.7462, 27.2013, 5.5202], [0.1905, 27.4298, 5.3350], [-4.6353, 23.8620, 3.5733], [-5.0828, 23.3329, 4.9437], [-3.9380, 23.1578, 5.9451], [-4.3171, 22.6573, 7.2634], [-3.1883, 22.7103, 8.1726], [-6.0082, 24.3367, 5.4919], [-4.0318, 23.1906, 2.9625], [-3.9412, 24.6745, 3.7878], [-5.4847, 24.1062, 2.9353], [-5.6156, 22.4155, 4.6938], [-3.3495, 24.0651, 6.0815], [-3.1866, 22.4542, 5.5867], [-2.2652, 22.3079, 7.7553], [-3.4601, 22.1006, 9.0342], [-3.1162, 23.7301, 8.5507], [-6.9598, 24.0223, 5.3672], [-5.8815, 24.2071, 6.4855], [5.4963, 25.2556, 12.5956], [6.9926, 25.4484, 12.3455], [7.8663, 24.2257, 12.3592], [7.5562, 23.3229, 13.4506], [8.5435, 22.3179, 13.5353], [7.1928, 26.2176, 11.0767], [5.3196, 24.6062, 13.4529], [4.9547, 24.7349, 11.8058], [4.9708, 26.1824, 12.8261], [7.3078, 26.1089, 13.1533], [8.8625, 24.6390, 12.5169], [7.9019, 23.8094, 11.3524], [9.5288, 22.7557, 13.3753], [8.4512, 21.5049, 12.8151], [8.3931, 21.8769, 14.5207], [8.1684, 26.2761, 10.8218], [6.9657, 27.1946, 11.1953]], "forces_ev_per_a": [[0.4, 1.8, -0.5], [1.5, -0.8, -1.3], [-0.8, 1.5, -1.0], [-1.2, -2.1, 2.8], [-0.2, -0.2, -0.1], [-0.6, -0.4, 0.3], [0.2, 0.3, -0.4], [0.0, 0.0, 0.2], [-0.2, 0.1, 0.0], [0.7, -0.5, 0.6], [-0.1, 0.4, -0.1], [0.1, -0.2, -0.5], [-0.7, -0.5, 0.3], [0.7, 0.1, 0.6], [0.2, -0.1, 0.7], [0.0, 0.6, -1.0], [-0.3, 0.2, 0.3], [-0.3, 0.1, 0.1], [-0.2, 0.1, -0.8], [0.3, -0.4, 0.1], [0.3, 0.0, 0.0], [-0.2, 0.0, 0.0], [0.1, -0.2, -0.1], [0.3, 0.3, -0.1], [-1.9, -0.8, -1.0], [1.5, 1.3, 1.0], [-0.1, 0.1, 0.5], [0.4, 0.1, -1.0], [0.3, 0.0, 0.2], [-0.2, 0.0, -0.1], [-0.1, -0.1, 0.1], [0.0, -0.5, 0.7], [0.1, 0.0, -0.1], [0.1, 0.1, -0.2], [0.2, -0.5, 0.1], [-0.2, 0.2, -0.2], [-0.5, -0.3, 0.9], [-0.8, 1.4, -0.5], [0.1, 0.2, 0.4], [0.2, -0.3, -0.3], [-0.3, 0.2, 0.1], [-0.2, -0.2, -0.3], [0.0, -0.5, -0.5], [0.6, -0.3, 0.1], [-0.2, 0.0, 0.1], [0.3, -0.4, 0.2], [0.6, 0.1, -0.2], [0.4, -0.1, -0.2], [-0.5, -0.3, 0.4], [0.2, -0.7, 0.7], [0.1, -0.2, 0.3], [0.5, 0.4, -1.5], [0.2, 0.2, 0.4], [0.0, 0.1, 0.0], [0.0, 0.1, -0.5], [-0.2, -0.1, 0.5], [-0.5, 0.0, 0.1], [0.3, 0.2, 0.2], [-0.1, 0.2, -0.5], [-0.1, 0.0, 0.0], [-0.6, 0.7, -0.3], [-0.3, -1.4, -0.5], [0.1, 0.1, 0.8], [0.7, -0.5, 0.2], [0.1, 0.3, 0.3], [0.5, -0.3, -0.3], [-0.2, 0.1, 0.6], [0.1, 0.2, -0.2], [-0.5, -0.2, 0.0], [0.2, 0.1, -0.1], [0.1, 0.5, -0.3], [-0.2, 0.2, -0.2], [-0.1, 0.5, -1.2], [-0.9, -1.3, 1.7], [1.0, 0.5, -0.9], [0.6, 0.1, -0.1], [0.6, 0.2, 0.1], [-0.3, -0.6, 0.4], [-0.1, 0.0, 0.4], [-0.5, -0.1, 0.0], [-0.4, 0.5, -0.3], [0.2, -0.1, -0.3], [-0.1, 0.2, 0.0], [0.1, 0.1, 0.1], [-0.2, 0.1, 0.6], [-1.2, -0.1, -2.3], [0.1, 0.0, 1.2], [0.1, -0.4, -0.1], [0.2, -0.2, 0.1], [0.2, 0.3, -0.2], [-0.2, 0.1, 0.1], [0.1, -0.1, -0.4], [0.2, -0.4, -0.4], [0.0, 0.3, -0.6], [0.1, 0.1, 0.3], [0.3, 0.1, 1.3], [0.4, -0.3, -1.0], [0.0, 0.9, -0.3], [-0.2, -0.7, -0.8], [0.6, 0.0, 1.1], [0.0, 0.0, 0.8], [0.0, -0.3, 0.6], [-0.3, -0.7, 0.3], [-0.2, 0.3, 0.1], [0.4, -0.2, -0.3], [0.0, -0.3, 0.2], [-0.4, 0.0, 1.0], [-0.2, 0.5, -0.4], [0.0, 0.0, 0.0], [-0.2, 0.5, -0.4], [-0.3, 0.7, -0.8], [0.0, 0.1, 0.0], [0.2, -0.2, 0.0], [-1.6, -1.0, -0.7], [-1.1, 0.7, 0.4], [0.4, -0.4, -0.6], [-1.2, -0.7, 0.1], [0.7, 0.4, 1.7], [1.9, 0.7, -0.3], [0.5, 0.4, 0.2], [-0.1, 0.0, 0.1], [-0.1, -0.3, -0.2], [0.6, -0.1, 0.2], [0.8, 0.1, 0.5], [-0.3, 0.3, -0.2], [-0.3, 0.2, -0.5], [0.3, 0.2, -0.1], [-0.1, -0.3, 0.0], [-0.2, -0.2, -0.3], [-0.3, 0.1, -0.2], [-0.4, -0.5, 0.3], [0.7, 0.5, 2.4], [-0.6, -1.1, -1.5], [1.5, 2.1, 0.5], [-1.1, -0.5, 0.2], [-0.6, -1.8, -3.2], [-0.2, 0.4, 0.0], [0.4, 0.0, -0.4], [-0.1, 0.1, 0.3], [-0.2, -0.5, -0.1], [0.2, -0.2, 0.0], [-0.2, 0.2, -0.1], [0.2, 0.0, -0.3], [0.4, -0.1, 0.4], [0.0, 0.2, 0.1], [1.0, 0.2, 0.9], [-0.9, 1.0, 0.7], [1.2, -0.3, 0.3], [-0.4, 0.3, -0.7], [0.6, -1.2, 0.6], [0.6, 0.5, -0.9], [-1.6, -0.1, 0.0], [0.2, -0.4, 0.7], [0.0, -0.6, 0.2], [-0.4, 0.7, -0.4], [0.0, 0.5, 0.4], [0.2, -0.5, 0.7], [-0.4, 0.7, -0.1], [0.0, -0.3, -0.5], [0.1, 0.2, -0.3], [0.0, -0.1, -0.1], [0.5, 0.2, -0.1], [-0.3, 0.1, -0.4], [-0.3, 0.4, 0.5], [-0.2, -0.9, 0.0], [-1.2, 1.6, 0.4], [0.2, 0.1, 0.6], [0.0, 1.0, -1.9], [-0.1, -0.2, 0.5], [0.1, -0.4, 0.2], [0.3, 0.1, 0.3], [0.3, 0.2, -0.5], [0.2, 0.2, -0.2], [0.2, -0.2, 0.3], [0.5, -0.3, 0.1], [-0.4, -0.8, 0.0], [0.2, -0.1, 0.4], [-0.4, 0.1, -0.4], [0.5, 0.0, 0.0], [0.5, -0.4, 0.1], [-0.5, 0.1, 0.3]], "energy_ha": -2999.16091, "orbital_gap_ev": [7.23, 1.28], "total_charge": 1, "s_squared": 0.76, "spin_multiplicity": 2, "homo_energy_ev": [-10.172, -10.172]}